1.
{"formula": "C2H11N2O2", "method": "the ωB97M-V functional and the def2-TZVPD basis", "fmax_ev_per_a": 3.80, "energy_ha": -342.5523, "total_charge": 1, "symbols": ["C", "N", "C", "N", "H", "H", "H", "H", "H", "H", "H", "H", "H", "O", "H", "H", "O"], "coordinates": [[-0.033928, 2.063839, 0.054233], [0.049595, -1.558443, -0.515835], [-0.385654, -0.267008, -0.483669], [0.412155, 0.738858, -0.054289], [0.093495, 2.480376, 1.087973], [-1.137118, 1.944975, -0.238322], [0.423703, 2.825342, -0.703262], [0.978090, -1.831076, -0.104149], [-0.523927, -2.407178, -0.859401], [-1.365186, -0.061929, -0.923230], [1.351525, 0.600688, 0.154794], [-3.519349, 0.665844, 0.298177], [-3.572626, -0.824359, 0.931453], [-2.953049, -0.157517, 0.559230], [3.641999, -0.649263, 0.867119], [3.291545, -0.724959, -0.611624], [2.905936, -0.725276, 0.274265]], "forces_ev_per_angstrom": [[-2.3, 2.8, -1.2], [-0.3, -0.4, 0.1], [2.6, -1.0, 0.0], [-2.4, -2.4, -1.4], [-0.3, -0.5, -1.0], [1.4, 1.1, 0.8], [-0.5, -1.6, 1.3], [-1.3, 0.7, -0.5], [1.0, 2.5, 0.7], [0.4, 0.0, 0.6], [2.0, -1.2, 0.6], [1.2, -2.4, 0.9], [0.4, 0.9, -0.4], [-1.9, 1.6, -0.5], [0.6, 0.0, 0.6], [0.1, 0.0, 0.1], [-0.7, 0.0, -0.8]], "mulliken_charge": [-0.7285, -0.3260, 0.1555, -0.0174, 0.2892, 0.2162, 0.3014, 0.2478, 0.2691, 0.4329, 0.1803, 0.3502, 0.3086, -0.6405, 0.3038, 0.3353, -0.6778]}


2.
{"formula": "C21H33N7OSTl", "method": "the ωB97M-V functional and the def2-TZVPD basis", "fmax_ev_per_a": 0.76, "energy_ha": -1848.2959, "total_charge": 3, "symbols": ["Tl", "C", "C", "N", "N", "C", "O", "C", "C", "C", "C", "C", "C", "C", "C", "C", "C", "C", "N", "H", "H", "H", "H", "H", "H", "H", "H", "H", "H", "H", "H", "N", "C", "C", "N", "H", "H", "H", "H", "H", "H", "H", "H", "H", "C", "C", "N", "C", "S", "N", "C", "C", "H", "H", "H", "H", "H", "H", "H", "H", "H", "H", "H", "H"], "coordinates": [[0.128592, 0.706343, -0.515657], [-1.769159, -2.233878, 3.542911], [-1.811480, -1.788388, 2.111450], [-1.043619, -2.378566, 1.300859], [-0.383271, -3.199708, 0.753859], [1.075890, -2.839519, 0.478906], [1.339319, -1.717544, 0.139563], [1.942234, -3.979652, 0.653256], [3.324634, -3.778584, 0.502661], [4.187829, -4.836524, 0.682813], [3.684350, -6.092747, 1.018926], [2.319462, -6.295608, 1.181958], [1.441681, -5.244547, 0.996184], [-2.679888, -0.695746, 1.623577], [-3.707220, -0.234111, 2.425976], [-4.534464, 0.767797, 1.927419], [-4.293675, 1.253805, 0.658918], [-3.227282, 0.729905, -0.066496], [-2.425119, -0.223816, 0.391676], [-1.006842, -2.990031, 3.705079], [-2.744811, -2.651694, 3.799537], [-1.568938, -1.369192, 4.175531], [3.695348, -2.796065, 0.244088], [5.253402, -4.695233, 0.569190], [4.365563, -6.923736, 1.144472], [1.943965, -7.273589, 1.446862], [0.378102, -5.412152, 1.093583], [-3.879189, -0.646364, 3.409656], [-5.348551, 1.152271, 2.525893], [-4.908389, 2.032074, 0.229417], [-3.011688, 1.109321, -1.059421], [1.574102, -0.414187, -6.937807], [1.158806, 0.836396, -6.193088], [1.282442, 0.714540, -4.669177], [0.181741, 0.092298, -3.946043], [1.546134, -0.259009, -7.949801], [0.958748, -1.205978, -6.740112], [2.530455, -0.689711, -6.701841], [0.133877, 1.046168, -6.496139], [1.800331, 1.632641, -6.567618], [1.385978, 1.739959, -4.310957], [2.211419, 0.203251, -4.402481], [0.077508, -0.896230, -4.140486], [-0.698308, 0.548902, -4.157026], [1.436907, 4.594193, 1.292326], [0.977789, 3.791397, 2.496904], [1.929819, 2.728964, 2.819768], [1.712650, 1.421088, 2.804845], [0.171122, 0.738507, 2.431404], [2.715996, 0.604020, 3.132410], [4.130374, 0.965358, 3.227001], [4.766455, 1.244587, 1.868952], [0.722755, 5.387874, 1.078383], [1.525731, 3.959314, 0.407402], [2.404982, 5.063513, 1.469588], [0.013147, 3.323125, 2.324336], [0.882631, 4.432884, 3.373991], [2.843106, 3.042359, 3.117632], [2.476559, -0.372855, 3.126704], [4.626531, 0.133355, 3.722240], [4.244144, 1.818158, 3.900529], [4.464661, 0.484546, 1.147364], [5.851414, 1.224456, 1.953586], [4.483190, 2.221250, 1.476099]], "forces_ev_per_angstrom": [[0.1, 0.1, 0.3], [0.0, 0.0, 0.0], [-0.1, 0.3, -0.2], [0.4, -0.4, 0.5], [-0.4, 0.3, -0.3], [0.3, 0.1, 0.1], [-0.3, -0.2, 0.0], [0.0, 0.0, 0.1], [0.0, 0.0, 0.0], [0.0, 0.0, 0.0], [0.0, 0.0, 0.0], [0.0, 0.0, 0.0], [0.0, 0.0, 0.0], [0.0, 0.0, -0.1], [0.0, 0.0, 0.0], [0.0, 0.0, 0.0], [0.0, 0.0, 0.0], [0.0, 0.0, 0.0], [0.1, 0.0, 0.1], [0.0, 0.0, 0.0], [0.0, 0.0, 0.0], [0.0, 0.0, 0.0], [0.0, 0.0, 0.0], [0.0, 0.0, 0.0], [0.0, 0.0, 0.0], [0.0, 0.0, 0.0], [0.0, 0.0, 0.0], [0.0, 0.0, 0.0], [0.0, 0.0, 0.0], [0.0, 0.0, 0.0], [0.0, 0.0, 0.0], [0.0, 0.0, 0.0], [0.0, 0.1, 0.1], [-0.1, 0.0, -0.1], [0.0, 0.0, -0.3], [0.0, 0.0, 0.0], [0.0, 0.0, 0.0], [0.0, 0.0, 0.0], [0.0, 0.0, 0.0], [0.0, 0.0, 0.0], [0.0, 0.0, 0.0], [0.0, 0.0, 0.0], [0.0, 0.0, 0.0], [0.0, 0.0, 0.0], [0.0, 0.0, 0.0], [0.0, 0.1, 0.0], [0.1, 0.0, -0.1], [0.0, 0.1, 0.2], [0.0, 0.0, -0.2], [0.0, -0.1, -0.2], [0.0, 0.1, 0.1], [0.0, 0.0, 0.0], [0.0, 0.0, 0.0], [0.0, 0.0, 0.0], [0.0, 0.0, 0.0], [0.0, 0.0, 0.0], [0.0, 0.0, 0.0], [0.0, 0.0, 0.0], [0.0, 0.0, 0.0], [0.0, 0.0, 0.0], [0.0, 0.0, 0.0], [0.0, 0.0, 0.0], [0.0, 0.0, 0.0], [0.0, 0.0, 0.0]], "mulliken_charge": [0.7285, -1.5092, 0.1659, 0.8737, -0.8381, 0.5405, -0.4181, 0.5295, -0.5353, -0.6425, -0.3576, -0.7693, -0.1787, 1.1672, -0.5196, -0.5705, -0.6744, -0.0729, -0.3686, 0.4035, 0.4442, 0.3436, 0.4260, 0.4349, 0.4278, 0.4356, 0.4756, 0.3998, 0.4724, 0.4377, 0.4495, -0.3151, -0.5547, -0.6435, -0.3962, 0.3680, 0.3361, 0.3554, 0.3574, 0.3693, 0.3213, 0.4055, 0.1911, 0.2413, -1.0158, -0.5435, -0.0575, 0.2691, -0.3607, -0.1008, -0.7690, -0.7814, 0.3744, 0.1948, 0.3566, 0.3550, 0.3299, 0.2102, 0.2004, 0.4371, 0.3349, 0.1778, 0.3927, 0.2589]}


3.
{"formula": "C8H16ClN2", "method": "the ωB97M-V functional and the def2-TZVPD basis", "fmax_ev_per_a": 4.24, "energy_ha": -883.7967, "total_charge": 1, "symbols": ["C", "N", "C", "C", "Cl", "H", "H", "H", "H", "H", "H", "H", "C", "C", "N", "C", "C", "C", "H", "H", "H", "H", "H", "H", "H", "H", "H"], "coordinates": [[-1.823973, -1.607025, 1.179847], [-0.465825, -2.101910, 0.980808], [-0.284388, -3.551996, 1.403228], [0.486455, -1.214519, 0.732396], [2.082393, -1.818544, 0.266962], [-2.501407, -2.461061, 1.196376], [-1.949091, -1.059908, 2.129517], [-2.089508, -0.930291, 0.357021], [-1.305479, -3.928544, 1.502167], [0.265925, -4.088808, 0.633284], [0.219563, -3.621567, 2.377358], [0.331614, -0.182463, 1.296637], [0.300913, 2.348236, 1.231052], [0.399780, 1.812585, -0.165018], [0.444845, 0.552731, -0.433068], [0.592147, 0.284252, -1.891084], [0.579502, 1.676795, -2.565855], [0.481463, 2.713222, -1.378386], [0.215451, 3.464545, 1.253739], [-0.582895, 1.924205, 1.770986], [1.188019, 2.047287, 1.847020], [1.522218, -0.248043, -2.076916], [-0.247056, -0.307020, -2.251458], [1.487792, 1.816614, -3.197034], [-0.320664, 1.749728, -3.225440], [-0.415267, 3.360032, -1.564374], [1.387479, 3.371458, -1.409752]], "forces_ev_per_angstrom": [[-0.4, 0.8, 0.3], [0.2, -0.5, -0.3], [0.0, 0.7, -0.9], [0.5, 1.3, 4.0], [-1.6, 0.8, 0.7], [0.0, 0.3, -0.2], [0.2, -0.2, -0.2], [0.0, -0.2, 0.2], [0.5, -0.2, -0.1], [0.0, -0.1, 0.2], [0.0, 0.3, -0.4], [1.0, -3.4, -0.7], [-0.1, 0.2, 1.1], [0.0, -0.5, -0.4], [-0.3, 0.9, -2.8], [-0.2, 1.2, 0.2], [-0.2, 0.2, -0.5], [0.3, -0.1, -1.7], [0.1, -1.1, -0.1], [0.5, 0.4, -0.5], [-0.6, 0.3, -0.6], [0.0, -0.1, 0.1], [0.0, -0.3, 0.2], [-0.8, 0.1, 0.5], [0.9, 0.1, 0.5], [0.7, -0.5, 0.7], [-0.8, -0.4, 0.5]], "mulliken_charge": [-0.8794, 0.1245, -0.8899, 0.2366, -0.0817, 0.3486, 0.3437, 0.3187, 0.3465, 0.3606, 0.3248, 0.2727, -1.4974, 0.6762, -0.1327, -0.7371, -0.5619, -0.4625, 0.3427, 0.3543, 0.3494, 0.3881, 0.3316, 0.2945, 0.2454, 0.2992, 0.2844]}


4.
{"formula": "C35H42MnN3O2PS2", "method": "the ωB97M-V functional and the def2-TZVPD basis", "fmax_ev_per_a": 0.13, "multiplicity": 6, "energy_ha": -3962.0147, "total_charge": 2, "s2": 8.76, "symbols": ["Mn", "C", "C", "C", "C", "C", "O", "C", "N", "C", "C", "C", "C", "C", "C", "P", "C", "C", "C", "C", "C", "C", "C", "C", "C", "C", "C", "C", "H", "H", "H", "H", "H", "H", "H", "H", "H", "H", "H", "H", "H", "H", "H", "H", "H", "H", "H", "H", "H", "H", "H", "H", "C", "C", "C", "C", "C", "C", "C", "S", "C", "O", "H", "H", "H", "H", "H", "H", "H", "H", "H", "H", "C", "N", "C", "S", "N", "C", "H", "H", "H", "H", "H", "H", "H", "H"], "coordinates": [[0.505910, -0.497197, -0.251608], [3.918776, -0.335380, -3.820411], [3.251778, -0.963328, -2.598920], [1.818600, -1.372079, -2.917215], [3.318601, 0.019528, -1.431943], [4.750570, 0.273717, -0.950358], [4.671096, 0.104663, 0.481960], [3.464795, -0.369073, 0.778777], [2.636023, -0.468578, -0.204913], [3.315054, -0.730960, 2.210711], [4.504708, -1.084009, 2.852387], [4.521488, -1.432103, 4.191893], [3.345386, -1.411206, 4.920130], [2.158647, -1.058255, 4.296382], [2.115195, -0.723860, 2.945813], [0.483593, -0.282225, 2.256546], [-0.695827, -1.293149, 3.188285], [-1.328824, -0.857694, 4.351057], [-2.176784, -1.713188, 5.038739], [-2.390647, -3.004576, 4.577000], [-1.757906, -3.445293, 3.422895], [-0.916708, -2.591249, 2.727913], [0.187475, 1.437669, 2.755593], [-1.123123, 1.922216, 2.719618], [-1.388904, 3.244285, 3.037192], [-0.345067, 4.101480, 3.370631], [0.958262, 3.629033, 3.392371], [1.226472, 2.298587, 3.090193], [3.933492, -1.035043, -4.655258], [4.951409, -0.044861, -3.622127], [3.375322, 0.557996, -4.139630], [3.811041, -1.859126, -2.307756], [1.179113, -0.491517, -3.057711], [1.396014, -2.011670, -2.135188], [1.781458, -1.951680, -3.840836], [2.828039, 0.950564, -1.733440], [5.126696, 1.273258, -1.147091], [5.456311, -0.465644, -1.330128], [5.427153, -1.089204, 2.291762], [5.454257, -1.712910, 4.661217], [3.344255, -1.670033, 5.970340], [1.244347, -1.054181, 4.874249], [-1.161205, 0.144002, 4.726120], [-2.666594, -1.371227, 5.940614], [-3.050980, -3.668888, 5.118090], [-1.921228, -4.452476, 3.063924], [-0.423515, -2.944692, 1.828753], [-1.943399, 1.252700, 2.482326], [-2.409520, 3.604789, 3.037570], [-0.552339, 5.131605, 3.628219], [1.770243, 4.289967, 3.665240], [2.246324, 1.935174, 3.136011], [-6.029434, 1.545470, -2.605656], [-4.572349, 1.808165, -2.359578], [-3.971908, 1.459453, -1.146650], [-2.632881, 1.720491, -0.910370], [-1.875278, 2.321779, -1.908477], [-2.442614, 2.665386, -3.130379], [-3.789751, 2.416360, -3.341992], [-0.146631, 2.618607, -1.687001], [-0.179436, 3.878518, -0.426547], [0.397040, 1.402011, -0.941646], [-6.491902, 1.033548, -1.764651], [-6.170375, 0.936386, -3.499301], [-6.562090, 2.483383, -2.767996], [-4.566939, 0.983426, -0.377361], [-2.176322, 1.449183, 0.034223], [-1.840945, 3.127352, -3.904461], [-4.241610, 2.697013, -4.285648], [-0.698194, 3.493956, 0.451355], [-0.685199, 4.752867, -0.835526], [0.855072, 4.120125, -0.188226], [-0.792867, -4.421991, -2.541805], [-1.213702, -3.156402, -3.139795], [-1.456146, -2.044459, -2.462551], [-1.334136, -2.021955, -0.734797], [-1.832127, -0.953341, -3.125975], [-2.017024, -0.893944, -4.566945], [-0.626595, -5.130979, -3.347577], [-1.560401, -4.808367, -1.874687], [0.130833, -4.289898, -1.982166], [-1.383775, -3.155110, -4.133529], [-2.117226, -0.166081, -2.562112], [-1.086100, -1.128016, -5.087877], [-2.310351, 0.117338, -4.830755], [-2.803975, -1.574943, -4.899536]], "forces_ev_per_angstrom": [[0.0, 0.0, 0.0], [0.0, 0.0, 0.0], [0.0, 0.0, 0.0], [0.0, 0.0, 0.0], [0.0, 0.0, 0.0], [0.0, 0.0, 0.0], [0.0, 0.0, 0.0], [0.0, 0.0, 0.0], [0.0, 0.0, 0.0], [0.0, 0.0, 0.0], [0.0, 0.0, 0.0], [0.0, 0.0, 0.0], [0.0, 0.0, 0.0], [0.0, 0.0, 0.0], [0.0, 0.0, 0.0], [-0.1, 0.0, 0.1], [0.0, 0.0, 0.0], [0.0, 0.0, 0.0], [0.0, 0.0, 0.0], [0.0, 0.0, 0.0], [0.0, 0.0, 0.0], [0.0, 0.0, 0.0], [-0.1, 0.0, 0.0], [0.0, 0.0, 0.0], [0.0, 0.0, 0.0], [0.0, 0.0, 0.0], [0.0, 0.0, 0.0], [0.0, 0.0, 0.0], [0.0, 0.0, 0.0], [0.0, 0.0, 0.0], [0.0, 0.0, 0.0], [0.0, 0.0, 0.0], [0.0, 0.0, 0.0], [0.0, 0.0, 0.0], [0.0, 0.0, 0.0], [0.0, 0.0, 0.0], [0.0, 0.0, 0.0], [0.0, 0.0, 0.0], [0.0, 0.0, 0.0], [0.0, 0.0, 0.0], [0.0, 0.0, 0.0], [0.0, 0.0, 0.0], [0.0, 0.0, 0.0], [0.0, 0.0, 0.0], [0.0, 0.0, 0.0], [0.0, 0.0, 0.0], [0.0, 0.0, 0.0], [0.0, 0.0, 0.0], [0.0, 0.0, 0.0], [0.0, 0.0, 0.0], [0.0, 0.0, 0.0], [0.0, 0.0, 0.0], [0.0, 0.0, 0.0], [0.0, 0.0, 0.0], [0.0, 0.0, 0.0], [0.0, 0.0, 0.0], [0.0, 0.0, 0.0], [0.0, 0.0, 0.0], [0.0, 0.0, 0.0], [0.0, 0.0, 0.0], [0.0, 0.0, 0.0], [0.0, 0.0, -0.1], [0.0, 0.0, 0.0], [0.0, 0.0, 0.0], [0.0, 0.0, 0.0], [0.0, 0.0, 0.0], [0.0, 0.0, 0.0], [0.0, 0.0, 0.0], [0.0, 0.0, 0.0], [0.0, 0.0, 0.0], [0.0, 0.0, 0.0], [0.0, 0.0, 0.0], [0.0, 0.0, 0.0], [0.0, 0.0, 0.0], [0.0, 0.0, 0.0], [0.0, 0.0, 0.0], [0.0, 0.0, 0.0], [0.0, 0.0, 0.0], [0.0, 0.0, 0.0], [0.0, 0.0, 0.0], [0.0, 0.0, 0.0], [0.0, 0.0, 0.0], [0.0, 0.0, 0.0], [0.0, 0.0, 0.0], [0.0, 0.0, 0.0], [0.0, 0.0, 0.0]], "mulliken_charge": [0.6165, -1.6451, 0.4426, -1.0742, -0.0141, -0.4744, -0.4169, 0.4911, -0.1901, 0.5088, -1.0712, -0.7965, -0.8253, -0.9415, 0.1708, 1.9549, 0.5034, 0.0561, -0.8356, -0.5633, -0.8868, -0.5246, 0.9170, -0.6592, -1.0403, -0.6046, -0.7596, -0.6846, 0.4350, 0.4384, 0.3750, 0.3268, 0.0821, 0.0744, 0.5575, 0.1954, 0.2821, 0.3992, 0.5516, 0.4250, 0.4815, 0.4499, 0.4716, 0.4591, 0.4149, 0.4453, 0.3545, 0.6234, 0.4498, 0.4266, 0.4752, 0.4394, -1.5169, 0.8677, -0.7785, -0.7343, 0.7788, -0.6876, -0.6825, 0.0963, -0.6772, 0.3703, 0.3799, 0.3573, 0.3593, 0.4265, 0.1934, 0.5124, 0.4712, -0.0926, 0.4827, 0.4668, -0.9192, -0.0732, 0.1959, -0.4079, 0.3671, -1.1369, 0.3628, 0.3426, 0.2815, 0.2619, -0.2020, 0.3842, 0.2538, 0.4095]}